No. 1
{
  "formula": "C26H18BrF3I2N3O3Pm",
  "method": "ωB97M-V with the def2-TZVPD basis set",
  "e_above_lowest_kcal_mol": 14.8,
  "multiplicity": 5,
  "total_charge": 0,
  "homo_energy_ev": [-7.6833, -7.6837],
  "homo_lumo_gap_ev": [6.2, 6.2],
  "s_squared": 6.004,
  "symbols": ["Pm", "O", "C", "C", "C", "C", "C", "C", "C", "O", "N", "N", "C", "C", "Br", "C", "C", "C", "C", "C", "C", "C", "H", "H", "H", "H", "H", "H", "H", "H", "H", "H", "H", "H", "H", "H", "I", "C", "C", "C", "I", "C", "C", "C", "C", "N", "C", "C", "O", "H", "H", "H", "H", "F", "C", "F", "F"],
  "coordinates": [[10.439, -16.824, 3.663], [8.480, -16.864, -1.604], [7.606, -16.495, -0.622], [6.300, -16.943, -0.806], [5.256, -16.714, 0.071], [5.565, -16.091, 1.294], [6.851, -15.600, 1.519], [7.902, -15.818, 0.631], [9.372, -15.695, 1.039], [9.540, -15.377, 2.332], [9.913, -17.034, 0.760], [11.053, -17.446, 1.359], [11.998, -18.073, 0.731], [13.231, -18.517, 1.353], [13.122, -18.492, 3.257], [14.371, -18.864, 0.721], [14.677, -18.581, -0.608], [14.230, -17.350, -1.210], [14.805, -16.937, -2.430], [15.843, -17.708, -2.985], [16.339, -18.855, -2.389], [15.754, -19.260, -1.205], [9.434, -16.572, -1.413], [6.126, -17.462, -1.785], [4.254, -17.100, -0.132], [4.823, -15.991, 2.168], [7.101, -15.071, 2.406], [9.919, -14.996, 0.338], [9.227, -17.732, 0.473], [11.993, -18.359, -0.363], [15.106, -19.457, 1.282], [13.467, -16.798, -0.688], [14.384, -16.078, -2.936], [16.318, -17.377, -3.915], [17.182, -19.437, -2.799], [16.054, -20.235, -0.813], [9.407, -21.534, 6.085], [8.172, -19.893, 5.997], [6.962, -19.908, 6.711], [6.177, -18.769, 6.784], [4.274, -18.936, 7.703], [6.691, -17.534, 6.360], [6.123, -16.267, 6.693], [6.631, -15.119, 6.054], [7.698, -15.185, 5.117], [8.313, -16.355, 4.925], [7.838, -17.526, 5.511], [8.505, -18.720, 5.192], [9.447, -18.708, 4.284], [6.584, -20.805, 7.199], [5.326, -16.131, 7.448], [6.114, -14.176, 6.256], [8.101, -14.365, 4.543], [12.651, -15.560, 6.445], [12.228, -14.947, 5.334], [12.564, -15.856, 4.146], [10.794, -15.381, 5.375]]
}

=====

No. 2
{
  "formula": "C31H70AlF3O27S9",
  "method": "ωB97M-V with the def2-TZVPD basis set",
  "total_charge": 2,
  "homo_energy_ev": -13.5756,
  "homo_lumo_gap_ev": 1.2,
  "symbols": ["Al", "C", "F", "F", "F", "S", "O", "O", "O", "O", "S", "O", "O", "C", "C", "C", "H", "H", "H", "H", "H", "H", "H", "H", "O", "S", "O", "O", "C", "C", "C", "H", "H", "H", "H", "H", "H", "H", "H", "O", "S", "O", "O", "C", "C", "C", "H", "H", "H", "H", "H", "H", "H", "H", "O", "S", "O", "O", "C", "C", "C", "H", "H", "H", "H", "H", "H", "H", "H", "O", "S", "O", "O", "C", "C", "C", "H", "H", "H", "H", "H", "H", "H", "H", "O", "S", "O", "O", "C", "C", "C", "H", "H", "H", "H", "H", "H", "H", "H", "O", "S", "O", "O", "C", "C", "C", "H", "H", "H", "H", "H", "H", "H", "H", "O", "S", "O", "O", "C", "C", "C", "H", "H", "H", "H", "H", "H", "H", "H", "C", "C", "C", "C", "C", "C", "H", "H", "H", "H", "H", "H"],
  "coordinates": [[-3.868, -0.221, 6.626], [0.181, -0.296, -0.897], [1.299, 0.165, -1.450], [-0.706, -0.355, -1.882], [0.439, -1.497, -0.431], [-0.416, 0.984, 0.467], [0.780, 1.353, 1.194], [-0.904, 2.115, -0.304], [-1.366, 0.342, 1.424], [-8.426, 5.124, 1.879], [-7.810, 3.819, 1.572], [-6.999, 3.079, 2.578], [-9.006, 2.736, 1.097], [-10.045, 3.257, 0.271], [-10.745, 2.136, -0.481], [-6.925, 4.039, 0.025], [-9.770, 4.031, -0.445], [-10.728, 3.642, 1.028], [-11.190, 1.496, 0.280], [-10.035, 1.587, -1.100], [-11.530, 2.396, -1.191], [-7.651, 4.491, -0.652], [-6.635, 3.051, -0.333], [-5.996, 4.604, 0.100], [4.714, -7.034, -0.967], [6.080, -6.703, -1.338], [7.299, -7.059, -0.601], [6.349, -7.190, -2.910], [7.557, -6.651, -3.550], [7.463, -7.394, -4.877], [6.016, -4.873, -1.660], [8.512, -6.860, -3.067], [7.489, -5.598, -3.824], [6.443, -7.441, -5.258], [7.822, -8.423, -4.864], [7.941, -6.891, -5.718], [7.013, -4.516, -1.917], [5.597, -4.283, -0.845], [5.343, -4.729, -2.506], [0.595, -6.902, 6.308], [0.773, -6.056, 5.104], [0.064, -4.818, 4.960], [2.365, -5.737, 4.950], [3.284, -6.612, 5.509], [4.690, -6.106, 5.414], [0.430, -6.994, 3.578], [3.261, -7.525, 4.914], [3.026, -6.880, 6.533], [4.911, -5.208, 5.991], [4.812, -5.832, 4.365], [5.453, -6.851, 5.638], [-0.589, -7.371, 3.663], [1.169, -7.793, 3.522], [0.541, -6.286, 2.757], [-1.966, 7.977, 6.245], [-1.693, 6.977, 5.190], [-1.976, 5.573, 5.401], [-2.398, 7.459, 3.726], [-2.296, 8.811, 3.408], [-3.688, 9.358, 3.797], [0.098, 7.050, 4.722], [-2.178, 8.809, 2.325], [-1.563, 9.367, 3.993], [-3.794, 10.414, 3.550], [-3.937, 9.211, 4.848], [-4.426, 8.780, 3.241], [0.441, 6.149, 4.213], [0.662, 7.155, 5.649], [0.307, 7.905, 4.079], [-6.018, -3.272, 1.540], [-6.314, -3.591, 0.155], [-5.983, -2.667, -0.930], [-5.647, -5.089, -0.333], [-5.792, -5.559, -1.649], [-4.496, -5.163, -2.458], [-8.101, -3.985, 0.179], [-6.623, -5.094, -2.178], [-6.028, -6.623, -1.618], [-4.490, -5.488, -3.498], [-3.606, -5.633, -2.040], [-4.344, -4.084, -2.449], [-8.615, -3.038, 0.338], [-8.137, -4.791, 0.912], [-8.396, -4.398, -0.786], [-6.986, 3.244, -7.621], [-7.022, 2.403, -6.466], [-7.765, 2.674, -5.268], [-7.564, 0.924, -7.046], [-7.926, -0.051, -6.057], [-7.521, -1.520, -6.463], [-5.247, 1.885, -6.090], [-8.973, -0.072, -5.756], [-7.467, 0.203, -5.101], [-7.689, -2.156, -5.594], [-6.484, -1.627, -6.781], [-8.167, -1.927, -7.241], [-5.327, 1.110, -5.329], [-4.750, 2.799, -5.765], [-4.835, 1.510, -7.027], [9.098, 3.511, 1.966], [8.196, 4.528, 1.423], [7.106, 5.029, 2.225], [9.019, 5.847, 0.822], [10.356, 5.868, 0.345], [10.786, 7.331, 0.526], [7.562, 3.822, -0.137], [10.413, 5.491, -0.676], [10.805, 5.123, 1.002], [11.873, 7.419, 0.515], [10.557, 7.802, 1.482], [10.370, 7.854, -0.334], [7.106, 2.868, 0.126], [8.437, 3.667, -0.767], [6.863, 4.545, -0.560], [3.960, -0.170, 8.296], [3.552, 0.669, 7.169], [2.155, 0.744, 6.720], [4.097, 2.199, 7.462], [5.409, 2.314, 8.034], [5.634, 3.761, 8.295], [4.502, 0.256, 5.635], [6.162, 1.964, 7.329], [5.410, 1.804, 8.997], [5.678, 4.434, 7.439], [6.544, 3.877, 8.884], [4.767, 4.144, 8.833], [4.747, 1.211, 5.170], [3.888, -0.346, 4.966], [5.485, -0.077, 5.966], [0.379, -1.426, -9.173], [1.342, -1.588, -8.195], [2.227, -2.656, -8.295], [2.245, -3.432, -9.444], [1.336, -3.166, -10.491], [0.410, -2.183, -10.310], [-0.321, -0.603, -9.167], [1.304, -0.992, -7.294], [2.929, -2.884, -7.507], [2.987, -4.214, -9.495], [1.290, -3.806, -11.360], [-0.316, -1.922, -11.066]]
}

=====

No. 3
{
  "formula": "C2H7BNO5P",
  "method": "ωB97M-V with the def2-TZVPD basis set",
  "e_above_lowest_kcal_mol": 15.4,
  "total_charge": -2,
  "homo_energy_ev": -0.8630,
  "homo_lumo_gap_ev": 7.0,
  "symbols": ["B", "C", "C", "N", "O", "O", "O", "O", "O", "P", "H", "H", "H", "H", "H", "H", "H"],
  "coordinates": [[-0.199, -0.649, 0.540], [-1.707, -0.706, 1.212], [0.965, -0.023, 1.383], [-0.160, -1.689, -0.608], [-0.509, 0.898, -2.632], [0.478, 2.923, -1.492], [1.830, 0.706, -1.630], [2.183, 0.055, 1.217], [-0.071, 0.866, 0.059], [0.350, 1.429, -1.458], [-2.414, -1.505, 0.711], [-2.122, 0.204, 1.030], [-1.706, -0.805, 2.329], [0.675, 0.668, 2.312], [-0.428, -1.190, -1.460], [0.795, -1.934, -0.810], [2.038, 0.749, -0.704]]
}

=====

No. 4
{
  "formula": "C4H12NO",
  "method": "ωB97M-V with the def2-TZVPD basis set",
  "e_above_lowest_kcal_mol": 68.7,
  "multiplicity": 2,
  "total_charge": 0,
  "homo_energy_ev": [-2.8434, -7.3968],
  "homo_lumo_gap_ev": [3.1, 7.5],
  "s_squared": 0.754,
  "symbols": ["C", "C", "C", "C", "N", "H", "H", "H", "H", "H", "H", "H", "H", "H", "H", "H", "H", "O"],
  "coordinates": [[-1.033, 1.987, 1.633], [0.264, 1.781, 0.728], [0.215, 0.495, 0.020], [0.904, -0.649, 0.403], [0.834, -1.944, -0.265], [-1.451, 3.005, 1.569], [-0.705, 1.923, 2.671], [-1.830, 1.297, 1.362], [1.144, 1.897, 1.354], [0.315, 2.615, -0.009], [-0.439, 0.442, -0.843], [1.532, -0.619, 1.291], [0.477, -1.735, -1.235], [1.699, -2.471, -0.281], [0.054, -2.424, 0.215], [0.082, -1.822, -3.253], [-1.462, -2.072, -2.746], [-0.599, -1.705, -2.614]]
}